{"formula": "C45H47MgN4O2PS2Te", "method": "wB97M-V/def2-TZVPD", "total_energy_ha": -3718.5542, "homo_lumo_gap_ha": 0.276, "symbols": ["Mg", "N", "C", "C", "N", "C", "C", "N", "H", "H", "H", "H", "H", "H", "H", "H", "H", "H", "H", "H", "H", "C", "C", "C", "C", "C", "O", "C", "C", "C", "C", "C", "C", "C", "O", "C", "C", "C", "N", "C", "C", "Te", "C", "C", "C", "C", "C", "C", "C", "C", "C", "C", "C", "C", "H", "H", "H", "H", "H", "H", "H", "H", "H", "H", "H", "H", "H", "H", "H", "H", "H", "H", "H", "H", "H", "H", "H", "H", "S", "P", "S", "C", "C", "C", "C", "C", "C", "C", "C", "C", "C", "C", "C", "H", "H", "H", "H", "H", "H", "H", "H", "H", "H"], "xyz": [[0.3757, -1.4990, -0.3210], [-0.8305, -2.6895, 1.0360], [-0.5649, -4.1273, 0.9146], [-0.5411, -4.4742, -0.5734], [0.2997, -3.5356, -1.3240], [1.6546, -3.9988, -1.6103], [2.5656, -3.6626, -0.4289], [2.3909, -2.2415, -0.0989], [-0.6381, -2.3815, 1.9856], [-1.8077, -2.5000, 0.8331], [-1.3184, -4.7427, 1.4156], [0.3982, -4.3317, 1.3820], [-1.5566, -4.3808, -0.9593], [-0.2065, -5.5087, -0.7137], [-0.1986, -3.3341, -2.1868], [2.0174, -3.4654, -2.4924], [1.6907, -5.0763, -1.8154], [3.6004, -3.9063, -0.6803], [2.2830, -4.2663, 0.4326], [3.0909, -1.6904, -0.5830], [2.5425, -2.0911, 0.9034], [-1.9589, 2.1062, -6.0303], [-1.6360, 1.1986, -4.8695], [-2.3764, 0.0513, -4.6209], [-2.1091, -0.7796, -3.5386], [-2.8210, -2.0674, -3.3831], [-2.2614, -3.0769, -2.9809], [-4.2631, -2.1439, -3.7738], [-4.7645, -3.3768, -4.1873], [-6.0941, -3.5116, -4.5460], [-6.9433, -2.4150, -4.4777], [-6.4601, -1.1929, -4.0334], [-5.1261, -1.0536, -3.6836], [-1.0739, -0.4406, -2.6053], [-0.9126, -1.1081, -1.5277], [-0.2703, 0.7055, -2.9060], [-0.5792, 1.4860, -4.0212], [0.8139, 1.1140, -2.0108], [1.2573, 0.3639, -1.0575], [2.1521, 0.9284, -0.0431], [1.3469, 1.6860, 1.0087], [-0.4542, 0.6620, 1.5820], [-1.6488, 2.1607, 0.6037], [-1.5241, 3.4903, 1.0012], [-2.2650, 4.4858, 0.3824], [-3.1506, 4.1617, -0.6382], [-3.2939, 2.8379, -1.0285], [-2.5477, 1.8431, -0.4090], [1.3440, 2.5016, -2.2215], [0.5469, 3.5960, -1.9006], [1.0608, 4.8811, -1.9780], [2.3673, 5.0836, -2.3995], [3.1488, 3.9995, -2.7721], [2.6405, 2.7125, -2.6811], [-2.7816, 1.7050, -6.6208], [-1.0937, 2.2330, -6.6832], [-2.2482, 3.0970, -5.6739], [-3.1593, -0.2283, -5.3162], [-4.0881, -4.2206, -4.2213], [-6.4708, -4.4718, -4.8741], [-7.9813, -2.5151, -4.7678], [-7.1296, -0.3457, -3.9565], [-4.7591, -0.1035, -3.3185], [0.0351, 2.3505, -4.2423], [2.9051, 1.5997, -0.4588], [2.6810, 0.1207, 0.4581], [1.0294, 2.6535, 0.6258], [1.9481, 1.8349, 1.8991], [-0.8372, 3.7463, 1.8019], [-2.1571, 5.5160, 0.6994], [-3.7270, 4.9384, -1.1245], [-3.9864, 2.5763, -1.8197], [-2.6508, 0.8110, -0.7268], [-0.4768, 3.4321, -1.5876], [0.4399, 5.7231, -1.6992], [2.7713, 6.0862, -2.4541], [4.1622, 4.1520, -3.1205], [3.2466, 1.8620, -2.9712], [4.5913, -0.2291, 2.8325], [2.9555, -0.5075, 3.8824], [1.4503, -1.4446, 2.9219], [3.2745, -1.4405, 5.4244], [2.6172, -2.6252, 5.7264], [2.8852, -3.2753, 6.9240], [3.8107, -2.7475, 7.8102], [4.4830, -1.5725, 7.4993], [4.2151, -0.9190, 6.3083], [2.3015, 1.0574, 4.5853], [1.0452, 1.0688, 5.1833], [0.5103, 2.2617, 5.6436], [1.2168, 3.4463, 5.4876], [2.4766, 3.4344, 4.9059], [3.0232, 2.2386, 4.4617], [1.8997, -3.0262, 5.0237], [2.3645, -4.1939, 7.1643], [4.0136, -3.2499, 8.7478], [5.2146, -1.1669, 8.1865], [4.7380, -0.0050, 6.0519], [0.4978, 0.1405, 5.2903], [-0.4666, 2.2685, 6.1105], [0.7849, 4.3806, 5.8248], [3.0296, 4.3576, 4.7860], [4.0044, 2.2104, 4.0023]]}



{"formula": "C45H48N4NaO4P", "method": "wB97M-V/def2-TZVPD", "charge": -2, "total_energy_ha": -2767.2720, "homo_lumo_gap_ha": 0.186, "symbols": ["Na", "O", "C", "C", "C", "C", "C", "C", "C", "N", "N", "C", "O", "C", "C", "C", "C", "C", "C", "H", "H", "H", "H", "H", "H", "H", "H", "H", "H", "C", "C", "C", "C", "C", "C", "P", "C", "C", "C", "C", "C", "C", "C", "C", "C", "C", "C", "C", "C", "C", "C", "C", "H", "H", "H", "H", "H", "H", "H", "H", "H", "H", "H", "H", "H", "H", "H", "H", "C", "C", "O", "C", "C", "H", "H", "H", "H", "H", "H", "H", "H", "H", "H", "C", "N", "C", "C", "O", "N", "C", "C", "H", "H", "H", "H", "H", "H", "H", "H", "H", "H", "H", "H"], "xyz": [[-1.5040, 0.3025, -0.1808], [-2.5174, -1.1683, -1.3971], [-3.3552, -2.0864, -1.1695], [-3.4835, -3.2041, -2.0643], [-4.3298, -4.2624, -1.8274], [-5.1429, -4.2946, -0.6882], [-5.0740, -3.2171, 0.1818], [-4.2230, -2.1274, -0.0109], [-4.2882, -1.0610, 0.9831], [-3.5342, -0.0329, 1.0330], [-3.8057, 0.8409, 2.0744], [-3.2605, 2.0250, 1.8429], [-2.6467, 2.4361, 0.8299], [-3.4103, 2.9903, 3.0052], [-2.8726, 4.2675, 2.8807], [-2.9422, 5.1752, 3.9300], [-3.5547, 4.8167, 5.1234], [-4.0990, 3.5431, 5.2545], [-4.0277, 2.6387, 4.2049], [-2.8491, -3.1820, -2.9445], [-4.3662, -5.0843, -2.5381], [-5.8139, -5.1241, -0.4988], [-5.7087, -3.2068, 1.0656], [-5.0808, -1.1574, 1.7385], [-2.3968, 4.5151, 1.9396], [-2.5137, 6.1652, 3.8174], [-3.6076, 5.5218, 5.9457], [-4.5787, 3.2544, 6.1838], [-4.4392, 1.6413, 4.2867], [1.0123, -3.0722, -4.3942], [0.9734, -1.7722, -4.8808], [1.3144, -0.7036, -4.0634], [1.7051, -0.9176, -2.7454], [1.7415, -2.2260, -2.2688], [1.3999, -3.2976, -3.0811], [2.1078, 0.4239, -1.5576], [3.9546, 0.1250, -1.4473], [4.7186, -0.7557, -2.2109], [6.0781, -0.9296, -1.9693], [6.7122, -0.2150, -0.9643], [5.9703, 0.6774, -0.1976], [4.6135, 0.8313, -0.4336], [2.1791, 1.9449, -2.5774], [3.2858, 2.5990, -3.0565], [3.1245, 3.8009, -3.7851], [1.8777, 4.3053, -4.0394], [0.7159, 3.6356, -3.5784], [-0.5990, 4.0667, -3.8655], [-1.6563, 3.3046, -3.4397], [-1.4632, 2.1105, -2.7021], [-0.2117, 1.6428, -2.3371], [0.8672, 2.4435, -2.8197], [0.7226, -3.9022, -5.0280], [0.6522, -1.5845, -5.8987], [1.2500, 0.3083, -4.4413], [2.0332, -2.4070, -1.2393], [1.4141, -4.3041, -2.6787], [4.2487, -1.3156, -3.0105], [6.6438, -1.6263, -2.5784], [7.7710, -0.3512, -0.7772], [6.4491, 1.2448, 0.5925], [4.0368, 1.5166, 0.1817], [4.2836, 2.2110, -2.8889], [4.0038, 4.3171, -4.1570], [1.7673, 5.2176, -4.6199], [-0.7557, 4.9832, -4.4274], [-2.6685, 3.6324, -3.6635], [-2.3579, 1.5649, -2.4075], [0.5724, 2.9822, 1.0322], [0.3828, 2.5306, 2.4616], [-0.2715, 1.2772, 2.4740], [-0.5891, 0.8601, 3.7830], [-1.2201, -0.5136, 3.7394], [-0.3972, 3.0666, 0.5416], [1.1792, 2.2650, 0.4765], [1.0744, 3.9532, 1.0096], [-0.2144, 3.2590, 3.0282], [1.3549, 2.4295, 2.9760], [-1.2841, 1.5817, 4.2355], [0.3269, 0.8528, 4.3993], [-2.0802, -0.5034, 3.0696], [-1.5614, -0.7909, 4.7403], [-0.5078, -1.2628, 3.3920], [-0.8044, -3.7987, -0.1996], [0.3346, -3.6759, 0.7036], [0.3837, -4.6946, 1.7329], [0.7133, -2.3751, 0.9990], [0.0598, -1.4189, 0.6369], [1.8971, -2.2407, 1.7084], [3.0168, -3.1347, 1.4973], [2.2578, -0.9089, 2.1637], [-0.7506, -4.7642, -0.7075], [-0.7820, -2.9968, -0.9330], [-1.7593, -3.7324, 0.3330], [-0.6073, -4.8276, 2.1839], [1.0797, -4.4190, 2.5208], [0.6931, -5.6558, 1.3106], [2.7349, -3.9455, 0.8297], [3.3762, -3.5632, 2.4401], [3.8464, -2.5850, 1.0381], [1.3790, -0.2689, 2.1495], [3.0153, -0.4661, 1.5104], [2.6616, -0.9669, 3.1799]]}



{"formula": "C45H48N4O21", "method": "wB97M-V/def2-TZVPD", "total_energy_ha": -3541.1977, "homo_lumo_gap_ha": 0.225, "symbols": ["C", "C", "O", "N", "H", "H", "C", "H", "H", "H", "H", "H", "H", "C", "C", "O", "N", "H", "H", "C", "H", "H", "H", "H", "H", "H", "N", "O", "O", "O", "N", "O", "O", "O", "C", "C", "C", "O", "H", "H", "H", "H", "H", "H", "H", "H", "C", "C", "C", "O", "C", "C", "C", "O", "H", "H", "H", "H", "C", "C", "C", "O", "C", "C", "C", "O", "H", "H", "H", "H", "C", "C", "C", "O", "C", "C", "C", "O", "H", "H", "H", "H", "C", "C", "C", "O", "C", "C", "C", "O", "H", "H", "H", "H", "C", "C", "C", "O", "C", "C", "C", "O", "H", "H", "H", "H", "C", "C", "C", "O", "C", "C", "C", "O", "H", "H", "H", "H"], "xyz": [[-1.2846, -0.0413, -1.2460], [-0.2486, 0.8397, -0.7720], [-0.0576, 1.7957, -1.3640], [0.3754, 0.7137, 0.6340], [-0.2666, 1.2877, 1.0370], [0.3734, -0.1693, 1.0340], [1.5424, 1.6327, 0.8000], [-2.2926, 0.4767, -1.6850], [-1.6026, -0.6003, -0.3570], [-0.8416, -0.6303, -1.8430], [2.4414, 1.1457, 0.5150], [2.0014, 1.8187, 1.6580], [1.2154, 2.6107, 0.6650], [-1.7436, -0.9833, 3.8550], [-2.6486, -2.1363, 3.4830], [-2.7176, -3.0813, 4.2200], [-3.3406, -2.1453, 2.0670], [-3.3376, -1.2283, 1.5890], [-2.7586, -2.5343, 1.4130], [-4.6536, -2.9163, 2.0750], [-0.9346, -0.9373, 3.0470], [-1.2826, -1.1073, 4.9080], [-2.4736, -0.1023, 3.7130], [-5.3816, -2.7933, 1.1340], [-5.4086, -2.5363, 2.8620], [-4.5626, -3.9183, 2.3280], [-3.1596, 1.0047, 0.4730], [-3.5956, 0.6057, 1.5390], [-1.8856, 1.2717, 0.4220], [-3.6916, 0.8947, -0.6310], [-0.5376, -2.5283, 0.5210], [-1.6106, -2.6913, -0.1710], [-0.5016, -3.0363, 1.6150], [0.3924, -1.8453, -0.0800], [-2.0926, 6.2067, 0.2270], [-2.3316, 4.7297, 0.3970], [-2.8946, 4.0057, -0.9070], [-1.2656, 4.0567, 0.8650], [-2.0166, 6.4287, 1.4460], [-3.0786, 6.6737, -0.0820], [-1.3596, 6.4127, -0.6240], [-3.0466, 4.7457, 1.3280], [-3.3686, 4.8307, -1.2700], [-3.4666, 3.2077, -0.8700], [-1.9706, 3.7417, -1.5100], [-1.5926, 3.4087, 1.6860], [4.7194, -1.8403, 3.4590], [3.3524, -1.4073, 2.7950], [2.9264, 0.0837, 3.1020], [1.9034, 0.4827, 2.5510], [3.6114, 0.8087, 4.0420], [4.8754, 0.2947, 4.6820], [5.3684, -1.1093, 4.4940], [6.3154, -1.5473, 5.1260], [5.0464, -2.9233, 3.1000], [2.5924, -1.8843, 1.9970], [3.4584, 1.8197, 4.2870], [5.3404, 0.8167, 5.6710], [-0.5426, 2.9567, 2.9680], [-2.0206, 3.2517, 3.1130], [-2.3686, 4.6497, 3.6310], [-3.4216, 4.8987, 4.1840], [-1.4066, 5.6617, 3.3600], [0.0454, 5.3097, 2.9930], [0.4784, 3.9557, 2.9790], [1.7064, 3.6397, 2.8500], [-0.2526, 1.7757, 2.7650], [-2.7946, 2.4267, 2.9220], [-1.5626, 6.7907, 3.5720], [0.7024, 6.0127, 2.9930], [-1.0906, -4.1313, -1.9410], [-0.0006, -4.3173, -3.0640], [0.3154, -5.6953, -3.6470], [1.2174, -5.8823, -4.5040], [-0.4806, -6.8443, -3.0950], [-1.4856, -6.5403, -2.1110], [-1.9226, -5.2553, -1.6240], [-2.8936, -5.1303, -0.8800], [-1.5826, -3.1263, -1.4910], [0.5574, -3.4373, -3.3000], [-0.2946, -7.8973, -3.4470], [-1.7026, -7.5253, -1.7740], [3.1774, 0.5427, -6.2820], [3.5274, 1.9807, -6.1920], [3.0344, 2.7807, -5.0390], [3.2634, 3.9517, -4.9890], [2.4014, 2.1837, -3.8770], [2.1944, 0.6997, -3.9470], [2.4184, -0.0883, -5.0990], [1.9854, -1.2273, -5.1710], [3.5614, 0.0577, -7.1670], [4.2754, 2.1947, -6.9740], [2.3304, 2.7057, -3.0080], [1.6764, 0.1747, -3.0150], [-5.4236, -4.6653, -2.9850], [-4.6036, -3.6663, -3.7240], [-4.2166, -2.4203, -3.0600], [-3.5416, -1.5923, -3.6050], [-4.8056, -2.1213, -1.7700], [-5.6556, -3.1383, -1.1180], [-6.0506, -4.5123, -1.6770], [-6.6046, -5.3213, -0.9920], [-5.6426, -5.7033, -3.4330], [-4.2456, -4.0643, -4.6910], [-4.5816, -1.1473, -1.1170], [-5.9756, -2.8253, -0.1120], [6.2524, 2.1697, -0.5210], [7.5794, 1.7687, -1.1920], [8.1644, 0.3227, -0.9610], [9.2504, 0.0017, -1.3760], [7.2804, -0.6083, -0.1740], [6.0274, -0.1803, 0.4270], [5.6274, 1.2337, 0.3550], [4.6454, 1.5437, 1.0840], [5.8384, 3.2467, -0.5280], [7.8794, 2.5387, -2.0290], [7.7544, -1.6123, -0.0050], [5.4534, -0.9293, 1.0590]]}